# 1
The following is a DFT calculation (ωB97M-V/def2-TZVPD) of the molecule C5H7N3 in a non-equilibrium geometry.

Structure (XYZ):
```
15
Properties=species:S:1:pos:R:3:forces:R:3
C 2.001592 -0.047270 0.551655 1.110 -1.798 1.555
C 1.140114 0.737628 -0.279965 -3.002 6.558 0.635
C -0.092254 1.654267 -0.040441 2.062 -1.512 0.546
C -1.298461 1.104793 0.116689 1.045 0.716 -0.451
C -1.254231 -1.153068 0.049294 -3.122 -2.379 -1.233
H 1.608502 -0.453382 1.512444 0.713 0.774 -0.632
H 3.131475 -0.050004 0.349098 -1.978 -0.223 0.338
H 1.737066 1.197187 -1.003890 0.793 0.699 -1.556
H -0.061700 2.786785 -0.004016 0.519 -1.727 0.060
H -1.903793 1.859971 0.354207 -3.164 2.861 0.648
H -1.962761 -2.050096 -0.063386 1.609 0.729 0.522
H 0.518251 -2.454579 -0.200020 -2.459 3.006 0.817
N -1.979414 -0.068722 0.047317 2.323 -1.649 0.375
N 0.060677 -1.449953 0.009476 2.299 -1.228 -0.704
N 1.054795 -0.569037 -0.532197 1.251 -4.828 -0.921
```
Positions in Å, forces in eV/Å.

Output
- orbital gap (eV) = 9.2244
- energy relative to the best compared isomer or geometry (same formula, charge and spin) (kcal per mole) = 128.3
- lowest unoccupied orbital energy (eV) = 0.787
- SMILES = C1=C[C@H]2CN2NC=N1
- HOMO (eV) = -8.438

Results of the natural (NBO) charge analysis, in e, for atoms 1 through 8: C -0.261; C -0.124; C -0.285; C -0.032; C 0.278; H 0.214; H 0.214; H 0.213

---

# 2
The following is a DFT calculation (ωB97M-V/def2-TZVPD) of the molecule C5H7N3 in a non-equilibrium geometry.

Structure (XYZ):
```
15
Properties=species:S:1:pos:R:3:forces:R:3
C -0.827234 0.263899 -0.092656 -0.344 2.377 0.107
C -2.225260 -0.127489 -0.094436 -1.470 -0.179 -0.018
C -3.403306 -0.437900 -0.076170 0.360 0.125 0.500
C 1.393942 -0.694135 -0.756241 0.300 -1.926 -0.911
C 1.207264 -1.236911 0.612310 -0.404 1.200 1.185
H 1.280745 1.410991 0.602598 -0.071 0.361 -0.075
H 0.747826 2.965490 0.196558 -0.133 0.193 0.175
H -4.470469 -0.690820 0.093295 1.564 0.329 -0.428
H 1.655660 -1.526022 -1.484448 -0.512 1.391 0.569
H 1.779706 0.273479 -0.987258 0.385 0.273 0.069
H 1.309028 -2.313173 0.742768 -0.200 0.239 0.089
H 1.405157 -0.631169 1.524084 0.158 -0.467 -0.775
N 0.681371 1.983565 0.014578 0.761 -0.414 -0.084
N -0.595688 1.564523 -0.097571 -0.987 -2.332 0.240
N 0.061263 -0.804322 -0.197409 0.594 -1.171 -0.643
```
Positions in Å, forces in eV/Å.

Output
- orbital gap (eV) = 9.0957
- energy relative to the best compared isomer or geometry (same formula, charge and spin) (kcal per mole) = 129.5
- lowest unoccupied orbital energy (eV) = 0.792
- SMILES = C#C/C(=N/N)N1CC1
- HOMO (eV) = -8.304

Results of the natural (NBO) charge analysis, in e, for atoms 1 through 8: C 0.245; C -0.041; C -0.215; C -0.252; C -0.236; H 0.347; H 0.378; H 0.246

---

# 3
The following is a DFT calculation (ωB97M-V/def2-TZVPD) of the molecule C5H7N3 in a non-equilibrium geometry.

Structure (XYZ):
```
15
Properties=species:S:1:pos:R:3:forces:R:3
C -1.596490 0.115851 -0.236310 -0.732 1.859 -1.757
C -1.088796 -1.304742 0.128686 1.231 -0.241 -2.480
C 0.437578 -0.905662 0.488119 2.876 -0.764 -3.965
C 2.173382 0.674753 -0.111146 -4.827 -4.636 1.763
C 0.650259 0.632988 0.459012 3.136 -1.539 3.058
H -2.076039 0.141543 -1.376787 0.744 -0.120 3.314
H -2.184369 0.683464 0.496132 -0.867 -0.987 -0.189
H -1.020444 -1.658853 -0.956488 0.456 -0.381 1.599
H -1.770794 -2.124686 0.590491 1.475 2.031 0.076
H 2.722519 1.505849 -0.147383 2.507 2.916 -0.132
H 0.649355 1.124586 1.523523 0.330 -0.710 -1.496
H -0.591081 2.057931 -0.054842 -0.244 -2.725 -1.178
N 1.523789 -1.405513 -0.232937 -5.153 -0.919 3.465
N 2.562817 -0.554566 -0.239717 1.253 2.603 -0.798
N -0.391691 1.017055 -0.330346 -2.184 3.613 -1.281
```
Positions in Å, forces in eV/Å.

Output
- orbital gap (eV) = 8.7456
- energy relative to the best compared isomer or geometry (same formula, charge and spin) (kcal per mole) = 131.6
- lowest unoccupied orbital energy (eV) = -0.101
- SMILES = C1=NN=C2CCN[C@H]12
- HOMO (eV) = -8.846

Results of the natural (NBO) charge analysis, in e, for atoms 1 through 8: C -0.211; C -0.499; C 0.230; C 0.102; C -0.169; H 0.205; H 0.190; H 0.241

---

# 4
The following is a DFT calculation (ωB97M-V/def2-TZVPD) of the molecule C5H7N3O in a non-equilibrium geometry.

Structure (XYZ):
```
16
Properties=species:S:1:pos:R:3:forces:R:3
C -2.707005 -0.038660 -0.643103 2.868 14.710 5.899
C -1.637492 -0.134639 0.357008 0.419 1.137 6.015
C 0.744731 -0.464974 0.212524 -0.564 -2.774 -0.170
C 2.382485 0.977429 -0.018219 -0.290 -5.004 1.116
C 2.896751 -0.385668 0.256528 -2.322 5.976 -1.801
H -2.978163 -0.828438 -0.863520 -5.509 -14.048 -3.030
H -2.208952 0.181400 -1.555330 0.199 1.553 -1.032
H -3.535585 0.696302 -0.107170 2.033 -1.832 -2.262
H -0.627014 -1.771589 0.536724 -0.919 -14.361 7.647
H 0.199121 1.599807 0.004521 2.266 -2.139 -0.121
H 2.941968 1.810151 -0.249497 0.489 1.912 -0.358
H 3.899795 -0.668256 0.155867 1.147 -0.494 0.293
N -0.591808 -1.049762 0.150025 3.422 14.715 -8.679
N 0.957568 0.814449 -0.048501 0.722 2.860 0.360
N 1.866848 -1.199570 0.323955 -3.147 -1.121 0.542
O -1.603253 0.462016 1.488195 -0.815 -1.090 -4.418
```
Positions in Å, forces in eV/Å.

Output
- orbital gap (eV) = 8.3974
- energy relative to the best compared isomer or geometry (same formula, charge and spin) (kcal per mole) = 104.9
- lowest unoccupied orbital energy (eV) = 0.590
- SMILES = CC(=O)Nc1ncc[nH]1
- HOMO (eV) = -7.807

Results of the natural (NBO) charge analysis, in e, for atoms 1 through 8: C -0.654; C 0.686; C 0.506; C -0.168; C -0.042; H 0.197; H 0.249; H 0.241

---

# 5
The following is a DFT calculation (ωB97M-V/def2-TZVPD) of a cluster of 2 separate species, C5H7N3O in total in a non-equilibrium geometry.

Structure (XYZ):
```
16
Properties=species:S:1:pos:R:3:forces:R:3
C -1.584641 -0.168673 -0.090626 -1.849 -0.037 0.357
C -0.772006 1.790888 -0.212794 -2.891 1.623 2.875
C 1.678462 0.719728 0.069835 -1.102 -0.800 1.485
C 1.773061 -0.918994 -0.007740 3.093 1.747 0.744
C -0.258113 -0.237343 -0.295335 -3.517 -4.386 0.700
H -2.022760 -2.510131 0.632576 -1.647 5.426 -2.768
H -3.299274 -1.157691 -0.616745 2.451 -1.317 2.254
H -0.766173 2.803142 0.138398 0.764 0.516 -0.442
H 2.067032 1.178230 0.971528 -0.465 -0.605 1.043
H 2.136698 1.360138 -0.574207 1.974 0.676 -2.952
H 1.956230 -1.293911 1.063483 0.393 0.480 -1.814
H 2.818180 -1.006099 -0.754010 -3.556 -0.917 1.785
N -2.439021 -1.250129 0.077508 -1.739 -3.285 0.044
N -1.976369 1.173211 0.028065 2.754 -1.382 -1.786
N 0.252187 0.933010 -0.130905 2.557 0.587 -0.691
O 0.436503 -1.415381 -0.299036 2.779 1.675 -0.832
```
Positions in Å, forces in eV/Å.

Output
- orbital gap (eV) = 7.7470
- energy relative to the best compared isomer or geometry (same formula, charge and spin) (kcal per mole) = 140.0
- lowest unoccupied orbital energy (eV) = 0.519
- HOMO (eV) = -7.228

Results of the natural (NBO) charge analysis, in e, for atoms 1 through 8: C 0.172; C 0.089; C -0.234; C -0.091; C 0.316; H 0.413; H 0.405; H 0.196

---

# 6
The following is a DFT calculation (ωB97M-V/def2-TZVPD) of the molecule C5H7N3O in a non-equilibrium geometry.

Structure (XYZ):
```
16
Properties=species:S:1:pos:R:3:forces:R:3
C 0.793314 -0.613861 -0.235444 2.285 0.028 1.517
C 0.305456 1.700689 -0.402530 -2.199 2.614 -0.275
C -0.879277 0.935647 0.252337 3.606 0.813 -3.842
C -1.437539 -0.128289 -0.517217 0.592 -4.278 3.202
C -1.402556 -1.329984 0.490632 -1.329 0.049 -6.095
H 3.619977 -0.908934 0.536430 -2.028 3.159 -1.232
H 0.428854 1.435926 -1.459619 -0.063 0.774 0.203
H 0.366324 2.828215 -0.071391 0.743 -2.579 -0.531
H -1.283184 1.221845 1.119964 -1.888 1.538 2.897
H -2.235650 0.055674 -1.146260 -1.179 -0.487 -1.779
H -2.146876 -2.082293 0.316254 0.005 -0.513 -0.144
H -1.218749 -1.169900 1.445084 1.252 1.037 4.302
N 1.991527 -1.082252 -0.408858 -1.127 1.393 0.687
N 0.490252 0.590126 0.430528 2.491 -0.438 2.050
N -0.354560 -1.321179 -0.542774 -2.380 1.116 -1.394
O 2.962683 -0.131432 0.192870 1.219 -4.227 0.434
```
Positions in Å, forces in eV/Å.

Output
- orbital gap (eV) = 9.9602
- energy relative to the best compared isomer or geometry (same formula, charge and spin) (kcal per mole) = 145.4
- lowest unoccupied orbital energy (eV) = 0.958
- SMILES = ON=C1N2C[C@H]2[C@@H]2CN12
- HOMO (eV) = -9.002

Results of the natural (NBO) charge analysis, in e, for atoms 1 through 8: C 0.475; C -0.224; C -0.119; C -0.106; C -0.211; H 0.479; H 0.205; H 0.223